Density functional theory data (ωB97M-V with the def2-TZVPD basis set) for a molecular structure, C2H3BrINO.

As for the expectation value of S²: 2.01. Its HOMO energy (spin up / spin down) is -5.68 / -8.88 eV. The calculation puts the HOMO-LUMO gap (spin up / spin down) at 5.803 / 6.644 eV. For the energy above the lowest of the compared OMol25 structures with the same formula, charge and spin, the calculation gives 2.398 eV. Its spin multiplicity is 3.

Each line ends with the Löwdin charge.
Positions of all 9 atoms, in Å:
C  0.0164  -0.6010  0.3560  -0.39
C  1.2900  0.0594  0.0182  -0.06
N  -1.3922  0.4120  -0.6079  -1.11
O  -0.4723  -1.5390  0.8301  0.07
Br  -1.3188  2.1123  -0.0370  0.52
I  -3.0627  -0.6799  -0.2928  0.64
H  1.8681  0.5078  0.9381  0.15
H  1.1257  0.5559  -0.9596  0.08
H  1.9457  -0.8274  -0.2449  0.11

Density functional theory data (ωB97M-V with the def2-TZVPD basis set) for a molecular structure, C28H29ClNO4OsP2S.

As for the expectation value of S²: 6.04. Its HOMO energy (spin up / spin down) is -16.62 / -16.61 eV. The calculation puts the HOMO-LUMO gap (spin up / spin down) at 6.644 / 4.206 eV. Its total charge is +3. Its spin multiplicity is 5.

Each line ends with the Löwdin charge.
Positions of all 67 atoms, in Å:
Os  -1.7184  -1.0643  -1.8805  1.34
C  3.2497  4.0101  4.3215  -0.27
S  1.8769  3.1835  3.4613  1.19
C  2.7616  2.5633  1.9648  -0.38
C  1.7856  2.1106  0.8358  -0.24
C  1.5808  0.6454  1.0293  -0.29
N  0.6869  -0.1302  0.1106  -0.35
P  1.1791  -1.7997  -0.2712  1.21
C  2.7633  -1.6440  -1.0521  -0.40
C  3.1927  -0.4114  -1.5820  -0.09
C  4.4362  -0.3057  -2.2039  -0.04
C  5.2785  -1.3994  -2.2600  -0.02
C  4.8138  -2.6192  -1.7658  -0.02
C  3.5596  -2.7759  -1.1491  -0.06
C  -0.0600  -2.1333  -1.5525  -0.67
C  -0.0875  -1.7410  -2.9775  -0.29
C  -0.5009  -2.8237  -3.8882  0.04
C  -0.9843  -4.0870  -3.4525  -0.01
C  -1.4884  -4.1567  -2.1509  0.04
C  -1.2032  -3.0624  -1.2414  -0.27
P  -0.9912  0.3581  -0.3000  0.94
C  -1.2052  2.1751  -0.4174  -0.36
C  -0.9335  2.7662  -1.6699  -0.07
C  -1.2495  4.1381  -1.8792  -0.03
C  -1.7335  4.8905  -0.8154  -0.03
C  -2.0265  4.2710  0.4110  -0.04
C  -1.6715  2.9618  0.6425  -0.12
C  -2.0255  -0.0111  1.1682  -0.36
C  -3.3324  0.4875  1.1976  -0.10
C  -4.1626  0.1876  2.2602  -0.02
C  -3.5980  -0.4526  3.3738  -0.01
C  -2.2314  -0.7954  3.4456  -0.04
C  -1.4560  -0.5053  2.3430  -0.11
H  2.9284  4.5191  5.2164  0.06
H  3.7066  4.7415  3.6612  0.08
H  3.9401  3.2203  4.6869  0.10
H  3.3451  1.6770  2.3503  0.12
H  3.5309  3.2544  1.5213  0.14
H  2.1914  2.4017  -0.1567  0.14
H  0.8678  2.6952  1.0332  0.08
H  1.3389  0.4578  2.1186  0.13
H  2.5899  0.2269  0.9196  0.11
H  2.4842  0.4878  -1.5023  0.12
H  4.7519  0.6259  -2.6253  0.12
H  6.2600  -1.4063  -2.7717  0.15
H  5.4869  -3.4465  -1.8991  0.12
H  3.1001  -3.7192  -0.8722  0.12
H  0.6975  -1.1316  -3.3567  0.11
H  -0.3878  -2.6192  -4.9484  0.14
H  -1.1305  -4.9346  -4.1867  0.16
H  -2.1950  -4.8756  -1.7413  0.13
H  -1.4511  -3.2988  -0.2105  0.10
H  -0.5374  2.1460  -2.5124  0.12
H  -0.9854  4.6171  -2.8220  0.12
H  -1.9211  5.9536  -0.9069  0.13
H  -2.5310  4.9040  1.1834  0.14
H  -1.8652  2.5470  1.6390  0.12
H  -3.6564  1.0373  0.3073  0.12
H  -5.1591  0.4336  2.2838  0.10
H  -4.2889  -0.7543  4.1434  0.12
H  -1.8568  -1.2989  4.3146  0.11
H  -0.3981  -0.7057  2.3838  0.07
O  -6.3485  -4.6706  0.6897  -0.29
Cl  -4.9908  -4.8299  0.0027  1.02
O  -3.8221  -4.8884  1.0108  -0.38
O  -3.2069  -0.2317  -2.0265  -0.45
O  -4.9927  -5.9654  -0.9826  -0.33

Density functional theory data (ωB97M-V with the def2-TZVPD basis set) for a molecular structure, C3H4CeO.

As for the expectation value of S²: 2.01. Its HOMO energy (spin up / spin down) is -17.12 / -17.21 eV. The calculation puts the HOMO-LUMO gap (spin up / spin down) at 8.166 / 5.919 eV. For the energy above the lowest of the compared OMol25 structures with the same formula, charge and spin, the calculation gives 0.955 eV. Its total charge is +2. Its spin multiplicity is 3.

Each line ends with the Löwdin charge.
Positions of all 9 atoms, in Å:
C  2.0860  -1.1951  0.3932  0.09
C  1.2722  -0.0447  0.9451  0.05
C  1.7603  -0.3287  -0.5119  0.17
H  2.8255  -1.8937  0.7700  0.15
H  1.8159  0.6534  1.6035  0.15
H  0.2507  -0.3103  1.2641  0.15
H  1.7754  0.0180  -1.5417  0.15
O  0.4994  -3.8330  0.4018  -0.72
Ce  -1.2343  -4.9513  -0.3248  1.80

Density functional theory data (ωB97M-V with the def2-TZVPD basis set) for 2 unconnected molecules or ions with the total composition C31H64N3O3.

Its HOMO energy is -11.03 eV. The calculation puts the HOMO-LUMO gap at 8.120 eV. For the energy above the lowest of the compared OMol25 structures with the same formula, charge and spin, the calculation gives 0.000 eV. Its total charge is +1.

Each line ends with the Löwdin charge.
Positions of all 101 atoms, in Å:
C  1.0886  4.1300  0.7263  0.04
C  -0.0781  3.9775  0.0855  -0.16
C  -0.8814  2.7052  0.1367  -0.14
N  -0.4617  1.9263  -1.0436  0.16
C  -1.0876  0.8882  -1.5112  -0.33
N  -2.2163  0.4686  -0.8398  0.07
C  -3.4488  1.2334  -1.2127  -0.13
C  -4.2592  1.5450  0.0758  -0.18
C  -5.1577  0.3888  0.5669  -0.19
C  -4.6743  -0.2902  1.8511  -0.21
C  -3.3362  -1.0181  1.7442  -0.22
C  -2.9882  -1.8042  3.0359  -0.19
C  -1.7481  -1.1638  3.6959  -0.22
C  -1.6107  -1.6305  5.1520  -0.21
C  -0.4745  -0.8732  5.8410  -0.19
C  -0.8898  0.5925  6.1417  -0.17
C  -1.5145  0.6178  7.5412  -0.25
O  -0.4497  0.7319  8.4618  -0.19
C  -0.8953  0.8074  9.8066  -0.10
N  -0.6699  0.1586  -2.5921  0.09
C  0.1398  0.8761  -3.5892  -0.16
C  1.6603  0.6925  -3.2793  -0.18
C  2.2027  -0.6753  -3.7519  -0.20
C  3.4349  -0.5145  -4.6557  -0.19
C  3.0629  -0.5469  -6.1635  -0.20
C  3.4546  -1.8665  -6.8216  -0.22
C  4.9750  -1.9973  -7.0523  -0.20
C  5.5237  -3.3380  -6.5295  -0.21
C  4.8703  -4.5397  -7.2117  -0.16
C  5.2921  -5.8859  -6.5826  -0.23
O  6.1624  -5.6848  -5.4839  -0.21
C  6.5748  -6.9331  -4.9460  -0.10
H  1.9204  4.5760  0.1898  0.07
H  1.2316  3.8851  1.7742  0.07
H  -0.4914  4.8199  -0.4640  0.11
H  -0.6367  2.1065  1.0132  0.14
H  -1.9305  2.9731  0.0877  0.09
H  0.3914  2.2437  -1.4907  0.14
H  -2.3193  -0.5132  -1.0766  0.14
H  -4.0785  0.5762  -1.8082  0.12
H  -3.2041  2.1569  -1.7283  0.12
H  -3.5005  1.6751  0.8481  0.07
H  -4.7838  2.4962  0.0004  0.11
H  -6.1435  0.8004  0.7829  0.11
H  -5.3056  -0.3725  -0.2034  0.11
H  -4.6980  0.3942  2.7013  0.12
H  -5.4132  -1.0601  2.0935  0.12
H  -2.5466  -0.2846  1.6044  0.08
H  -3.4018  -1.7227  0.9103  0.11
H  -2.6791  -2.8055  2.7396  0.11
H  -3.8222  -1.8240  3.7332  0.11
H  -0.8405  -1.3957  3.1334  0.12
H  -1.8941  -0.0810  3.6575  0.09
H  -1.4761  -2.7125  5.1805  0.12
H  -2.5767  -1.4260  5.6198  0.11
H  -0.2555  -1.3228  6.8075  0.11
H  0.4114  -0.8595  5.2065  0.11
H  -1.6419  0.9145  5.4223  0.08
H  -0.0245  1.2490  6.0918  0.11
H  -2.0285  -0.3405  7.6757  0.12
H  -2.2151  1.4547  7.6252  0.12
H  -0.7441  -0.1365  10.3347  0.09
H  -1.9630  1.0288  9.8743  0.08
H  -0.3472  1.6035  10.3061  0.09
H  -0.2693  -0.7391  -2.3348  0.16
H  -0.0450  1.9463  -3.5780  0.12
H  -0.0153  0.4797  -4.5870  0.12
H  2.2584  1.5375  -3.6130  0.11
H  1.7308  0.6852  -2.1860  0.10
H  2.5245  -1.2567  -2.8860  0.11
H  1.4272  -1.2817  -4.2231  0.11
H  3.9698  0.3999  -4.4077  0.11
H  4.1557  -1.3170  -4.4954  0.10
H  1.9802  -0.4222  -6.2439  0.10
H  3.5731  0.2664  -6.6803  0.11
H  2.9684  -1.9395  -7.7948  0.11
H  3.1009  -2.7066  -6.2208  0.10
H  5.1978  -1.9326  -8.1166  0.11
H  5.5236  -1.2037  -6.5413  0.11
H  5.3355  -3.3817  -5.4576  0.11
H  6.5973  -3.3650  -6.7039  0.12
H  5.1249  -4.5213  -8.2708  0.11
H  3.7859  -4.4729  -7.1334  0.10
H  5.8127  -6.4876  -7.3371  0.12
H  4.4069  -6.4381  -6.2498  0.12
H  5.7770  -7.6723  -5.0291  0.08
H  7.4499  -7.3066  -5.4886  0.09
H  6.8664  -6.7690  -3.9117  0.09
C  -1.8140  5.0531  4.0338  -0.16
C  -3.2291  5.1828  3.4827  -0.16
C  -3.5034  3.7685  2.9949  -0.21
O  -2.7624  2.8899  3.8469  -0.16
C  -1.8425  3.6576  4.6383  -0.20
H  -1.5518  5.8220  4.7580  0.12
H  -1.0899  5.0948  3.2145  0.10
H  -3.9197  5.4424  4.2875  0.12
H  -3.3288  5.9293  2.6960  0.11
H  -3.1484  3.6287  1.9653  0.09
H  -4.5611  3.5039  3.0344  0.12
H  -2.2130  3.6782  5.6678  0.12
H  -0.8663  3.1726  4.6326  0.11

Density functional theory data (ωB97M-V with the def2-TZVPD basis set) for a single C3H6NO3P molecule.

As for the expectation value of S²: 2.01. Its HOMO energy (spin up / spin down) is -6.44 / -9.45 eV. The calculation puts the HOMO-LUMO gap (spin up / spin down) at 7.047 / 6.435 eV. For the energy above the lowest of the compared OMol25 structures with the same formula, charge and spin, the calculation gives 3.814 eV. Its spin multiplicity is 3.

Each line ends with the Löwdin charge.
Positions of all 14 atoms, in Å:
C  -0.5470  0.5824  -1.3075  -0.59
C  -0.0675  -1.4841  0.7503  -0.51
C  0.6990  1.6798  0.5241  -0.07
N  0.3698  0.5750  -0.3571  0.01
O  -1.1364  1.3996  -1.9435  0.15
O  -0.8411  -0.8429  -1.7300  -0.34
O  -1.1021  -1.2441  1.4240  -0.01
P  -0.0127  -1.9124  -1.0044  0.90
H  0.5916  -1.8727  1.5011  0.08
H  1.7062  1.3175  0.9676  0.11
H  0.7072  2.5319  -0.1170  0.08
H  0.1344  1.6646  1.4990  0.10
H  -1.8246  -0.9659  0.8535  0.11
H  1.3231  -1.4288  -1.0601  -0.01

Density functional theory data (ωB97M-V with the def2-TZVPD basis set) for 6 unconnected molecules or ions with the total composition CH14O6.

Its HOMO energy is -9.89 eV. The calculation puts the HOMO-LUMO gap at 10.574 eV. Its structure (SMILES) is CO.O.O.O.O.O. For the energy above the lowest of the compared OMol25 structures with the same formula, charge and spin, the calculation gives 2.362 eV.

Each line ends with the Löwdin charge.
Positions of all 21 atoms, in Å:
C  -0.5389  -1.0701  0.7285  -0.12
O  0.4187  -0.6491  1.7913  -0.10
H  -0.9229  -0.1679  0.2722  0.06
H  -1.4617  -1.5436  0.8758  0.06
H  0.0020  -1.4009  -0.1391  0.05
H  0.3727  -1.3724  2.3546  0.01
O  1.5587  2.0758  -1.3979  -0.05
H  2.3499  2.0958  -1.9534  0.05
H  1.9338  1.7548  -0.6024  -0.03
O  -0.9266  -3.7263  -3.3118  -0.04
H  -1.7775  -3.3549  -3.5321  0.03
H  -1.3422  -4.4067  -2.7970  0.02
O  0.0356  -0.2556  -2.1904  -0.10
H  0.6274  0.5576  -2.2885  0.03
H  0.0875  -0.7166  -3.0477  0.04
O  -3.5997  1.8512  3.8833  -0.16
H  -4.0181  2.3862  3.0617  0.10
H  -4.4003  1.9878  4.5095  0.06
O  3.0963  1.6614  0.8232  -0.02
H  3.7768  2.2109  1.0629  0.00
H  3.3421  0.7316  1.0720  0.10

| no. | calculated total energy (eV) |
| --- | --- |
| 1 | -83797.47611 |
| 2 | -83547.75349 |
| 3 | -18127.81234 |
| 4 | -43788.08931 |
| 5 | -20124.12885 |
| 6 | -13547.29911 |